Record 1
The following is a DFT calculation (ωB97M-V/def2-TZVPD) of a 2-piece molecular cluster, C10H15O2 overall in a non-equilibrium geometry.

CARTESIAN COORDINATES (ANGSTROEM)
C -1.614 -0.577 1.144
C -1.219 -0.357 -1.427
C -0.192 -2.000 -0.142
C -0.583 1.512 0.107
C 0.805 -0.172 1.399
C -1.396 -1.302 -0.189
C -0.543 0.439 1.260
C -0.195 0.648 -1.164
C 1.024 -1.185 0.172
C 1.170 0.000 -1.010
O 2.639 2.059 -0.021
O 2.184 0.071 -1.615
H -2.520 -0.053 1.127
H -1.708 -1.319 1.962
H -1.052 -1.044 -2.305
H -2.302 0.067 -1.667
H -0.040 -3.066 -0.587
H 3.159 2.564 -0.626
H -1.592 1.873 0.094
H 0.217 2.325 0.317
H 1.641 0.462 1.465
H 0.901 -0.978 2.142
H -2.178 -2.141 -0.319
H -0.556 1.101 2.179
H -0.067 1.208 -2.050
H 1.998 -1.597 0.194
H 2.021 1.463 -0.440

- Max |F|: 5.77 eV/A
- Energy above the lowest of the compared OMol25 structures with the same formula, charge and spin: 51.34 kcal/mol
- HOMO-LUMO gap (spin up / spin down): 8.3137 / 8.3132 eV
- Charge: +1
- HOMO level (spin up / spin down): -14.39 / -14.39 eV

Results of the Mulliken charge analysis, in e, for atoms 1 through 5:
1 C -1.2819
2 C -1.0440
3 C -0.4522
4 C -1.0547
5 C -1.3288

=====

Record 2
The following is a DFT calculation (ωB97M-V/def2-TZVPD) of a 10-piece molecular cluster, C41H55F11I2N3O27S overall in a non-equilibrium geometry.

CARTESIAN COORDINATES (ANGSTROEM)
C -4.623 -1.165 4.795
C -4.113 -2.745 4.618
S -2.310 -2.863 4.034
C -2.386 -3.213 2.204
N -1.667 -2.250 1.302
C -1.054 -1.072 2.005
C -0.349 0.035 0.966
C 0.358 1.210 1.906
F -0.611 2.241 2.345
C -0.655 -2.969 0.383
N 0.570 -3.497 1.049
C 1.858 -2.835 0.694
C 2.636 -2.048 1.902
C 0.628 -4.976 1.246
C 1.437 -5.506 2.568
C 3.063 -5.740 2.318
I 1.155 -4.322 4.383
N -1.037 -3.088 -0.930
I 0.212 -4.113 -2.278
C -2.313 -2.572 -1.561
C -2.040 -1.279 -2.587
F -0.967 -0.375 -2.116
H -4.492 -0.807 5.913
H -4.124 -0.451 4.008
H -5.777 -1.184 4.558
H -4.330 -3.394 5.576
H -4.771 -3.178 3.737
H -2.073 -4.354 2.060
H -3.538 -3.180 1.897
H -1.956 -0.458 2.490
H -0.208 -1.331 2.783
H -1.204 0.499 0.278
H 0.505 -0.428 0.315
H 0.961 0.695 2.769
H 1.160 1.727 1.190
H 2.604 -3.693 0.328
H 1.766 -2.110 -0.250
H 3.227 -1.148 1.391
H 3.396 -2.794 2.442
H 1.951 -1.620 2.747
H 1.201 -5.436 0.305
H -0.425 -5.531 1.252
H 1.005 -6.594 2.806
H 3.661 -5.143 3.128
H 3.310 -6.891 2.508
H 3.393 -5.525 1.210
H -3.201 -2.389 -0.824
H -2.682 -3.441 -2.293
H -3.040 -0.746 -2.896
H -1.628 -1.785 -3.587
C 5.323 2.137 -0.555
C 4.174 1.260 -0.921
O 4.548 -0.001 -0.415
C 5.343 0.269 0.659
O 5.636 -0.548 1.516
O 5.765 1.570 0.662
F 4.052 1.161 -2.264
H 6.135 2.100 -1.289
H 5.023 3.179 -0.416
H 3.219 1.565 -0.481
C -5.318 1.032 -5.303
C -6.466 0.155 -5.669
O -6.092 -1.106 -5.163
C -5.298 -0.836 -4.089
O -5.005 -1.652 -3.232
O -4.875 0.466 -4.086
F -6.588 0.056 -7.012
H -4.506 0.996 -6.037
H -5.618 2.074 -5.164
H -7.422 0.460 -5.229
C -1.044 3.086 -6.111
C -1.484 3.623 -7.430
O -2.884 3.454 -7.403
C -3.226 3.534 -6.087
O -4.364 3.709 -5.685
O -2.136 3.402 -5.271
F -0.985 2.882 -8.444
H -0.898 2.001 -6.123
H -0.125 3.560 -5.755
H -1.244 4.680 -7.587
C 1.204 5.711 0.791
C 0.396 5.205 -0.355
O 1.370 4.815 -1.297
C 2.455 4.454 -0.556
O 3.394 3.806 -0.989
O 2.360 4.900 0.733
F -0.346 6.196 -0.896
H 1.491 6.761 0.676
H 0.689 5.591 1.748
H -0.243 4.350 -0.111
C -6.113 2.508 7.296
C -6.512 3.596 6.359
O -6.399 2.996 5.089
C -6.640 1.671 5.300
O -6.901 0.874 4.415
O -6.562 1.347 6.627
F -5.642 4.629 6.420
H -5.029 2.448 7.438
H -6.590 2.606 8.274
H -7.535 3.961 6.503
C 5.866 -3.704 0.457
C 6.838 -4.476 1.282
O 7.323 -5.454 0.390
C 7.237 -4.883 -0.844
O 7.810 -5.304 -1.835
O 6.436 -3.774 -0.835
F 6.213 -5.103 2.303
H 4.870 -4.159 0.439
H 5.771 -2.666 0.788
H 7.674 -3.880 1.665
C 6.735 0.494 4.336
C 8.042 1.196 4.195
O 8.226 1.808 5.451
C 7.574 1.002 6.336
O 7.732 1.045 7.545
O 6.726 0.135 5.703
F 7.970 2.166 3.255
H 5.880 1.145 4.127
H 6.667 -0.391 3.698
H 8.887 0.533 3.981
C -4.743 4.287 2.747
C -4.425 3.054 1.971
O -3.345 3.448 1.155
C -2.704 4.421 1.860
O -1.576 4.814 1.614
O -3.476 4.898 2.884
F -5.458 2.707 1.173
H -5.416 4.963 2.210
H -5.177 4.062 3.725
H -4.127 2.200 2.588
C 0.714 -0.655 -10.203
C -0.238 -1.327 -9.275
O 0.389 -1.212 -8.018
C 1.128 -0.070 -8.094
O 1.592 0.511 -7.127
O 1.279 0.351 -9.387
F -0.357 -2.640 -9.573
H 1.507 -1.324 -10.555
H 0.212 -0.219 -11.071
H -1.229 -0.863 -9.235

- Max |F|: 3.56 eV/A
- HOMO-LUMO gap: 6.4097 eV
- Charge: +1
- HOMO level: -10.97 eV

Results of the Mulliken charge analysis, in e, for atoms 1 through 5:
1 C -0.4553
2 C -0.5644
3 S -0.0524
4 C -0.3429
5 N 0.5215

=====

Record 3
The following is a DFT calculation (ωB97M-V/def2-TZVPD) of a 17-piece molecular cluster, C34H102O17 overall in a non-equilibrium geometry.

CARTESIAN COORDINATES (ANGSTROEM)
C 13.125 -20.506 -29.784
C 12.310 -20.609 -31.024
O 11.135 -21.379 -30.800
H 12.523 -20.151 -28.948
H 13.961 -19.813 -29.880
H 13.404 -21.523 -29.507
H 12.896 -21.113 -31.793
H 12.119 -19.616 -31.430
H 10.410 -20.765 -30.661
C 5.551 -25.492 -33.442
C 4.930 -25.872 -34.813
O 5.679 -26.955 -35.345
H 5.425 -26.305 -32.727
H 4.973 -24.627 -33.116
H 6.603 -25.206 -33.441
H 4.999 -24.931 -35.359
H 3.872 -26.122 -34.729
H 5.976 -26.629 -36.198
C 0.137 -27.524 -33.223
C 1.506 -28.123 -33.134
O 2.198 -27.426 -32.062
H -0.013 -26.445 -33.184
H -0.265 -27.903 -32.283
H -0.371 -27.797 -34.148
H 2.068 -27.780 -34.002
H 1.492 -29.213 -33.148
H 2.647 -28.035 -31.472
C 3.014 -30.233 -29.250
C 4.060 -30.158 -30.404
O 4.119 -28.795 -30.737
H 2.760 -31.277 -29.063
H 2.020 -29.887 -29.531
H 3.270 -29.637 -28.374
H 3.532 -30.727 -31.168
H 5.073 -30.513 -30.215
H 4.842 -28.721 -31.364
C 0.445 -22.138 -26.436
C -0.963 -21.684 -26.721
O -0.840 -20.386 -27.243
H 0.934 -22.175 -27.410
H 0.547 -23.069 -25.878
H 0.940 -21.349 -25.871
H -1.543 -21.803 -25.806
H -1.281 -22.321 -27.547
H -1.489 -20.290 -27.943
C 3.626 -20.749 -25.713
C 5.083 -21.148 -25.658
O 5.011 -22.515 -25.022
H 3.160 -20.905 -24.740
H 3.131 -21.172 -26.587
H 3.694 -19.670 -25.847
H 5.613 -20.428 -25.034
H 5.523 -21.271 -26.648
H 4.504 -23.071 -25.619
C 7.796 -22.305 -32.503
C 9.107 -22.999 -32.808
O 9.717 -23.546 -31.683
H 7.503 -21.741 -33.388
H 7.914 -21.651 -31.639
H 6.896 -22.867 -32.250
H 9.731 -22.227 -33.259
H 9.134 -23.758 -33.590
H 10.130 -22.830 -31.195
C 10.650 -17.145 -29.013
C 9.851 -18.427 -29.352
O 9.681 -18.568 -30.662
H 11.027 -17.064 -27.994
H 10.057 -16.272 -29.286
H 11.498 -17.156 -29.698
H 8.874 -18.362 -28.873
H 10.327 -19.371 -29.085
H 9.568 -17.742 -31.138
C 4.453 -26.820 -24.314
C 4.365 -26.495 -25.769
O 3.906 -25.136 -26.033
H 4.987 -27.698 -23.951
H 3.481 -26.865 -23.821
H 4.885 -25.938 -23.842
H 3.788 -27.277 -26.263
H 5.352 -26.676 -26.196
H 4.058 -24.992 -26.970
C 10.996 -24.418 -27.771
C 9.509 -24.784 -27.674
O 8.885 -24.211 -28.781
H 11.532 -25.005 -28.516
H 11.503 -24.714 -26.853
H 11.148 -23.350 -27.928
H 9.027 -24.363 -26.792
H 9.311 -25.852 -27.592
H 8.886 -24.820 -29.522
C 9.400 -27.506 -32.630
C 8.503 -27.024 -31.498
O 9.171 -25.950 -30.902
H 8.846 -28.250 -33.204
H 10.338 -27.954 -32.303
H 9.627 -26.646 -33.260
H 8.516 -27.766 -30.699
H 7.473 -26.814 -31.785
H 9.291 -25.218 -31.512
C 8.379 -23.895 -21.427
C 7.582 -23.762 -22.798
O 7.292 -22.412 -23.114
H 7.968 -23.462 -20.514
H 9.392 -23.493 -21.434
H 8.590 -24.958 -21.315
H 6.627 -24.266 -22.651
H 8.133 -24.295 -23.573
H 6.609 -22.443 -23.787
C 5.142 -22.574 -29.471
C 5.305 -23.992 -28.990
O 4.111 -24.677 -28.722
H 4.586 -22.134 -28.643
H 4.512 -22.581 -30.360
H 6.110 -22.100 -29.632
H 5.834 -23.964 -28.038
H 5.879 -24.464 -29.788
H 3.711 -24.655 -29.594
C 0.325 -26.955 -27.442
C 0.677 -26.652 -26.076
O -0.301 -26.931 -25.153
H 0.265 -28.034 -27.579
H 1.083 -26.689 -28.179
H -0.560 -26.414 -27.778
H 0.965 -25.603 -25.999
H 1.589 -27.135 -25.724
H 0.044 -26.740 -24.278
C 8.973 -21.214 -25.994
C 8.276 -21.403 -27.412
O 9.267 -21.647 -28.386
H 8.138 -21.188 -25.293
H 9.521 -20.292 -26.186
H 9.633 -21.976 -25.579
H 7.737 -20.509 -27.726
H 7.622 -22.265 -27.544
H 9.138 -22.573 -28.605
C 1.190 -17.918 -26.267
C -0.088 -17.262 -26.794
O -1.263 -17.787 -26.232
H 1.485 -18.726 -26.937
H 1.137 -18.102 -25.194
H 2.076 -17.297 -26.394
H -0.077 -17.519 -27.854
H -0.069 -16.173 -26.773
H -1.280 -18.707 -26.506
C 2.592 -23.336 -32.860
C 2.082 -24.067 -31.648
O 3.033 -25.067 -31.200
H 3.505 -22.775 -32.664
H 1.777 -22.725 -33.250
H 2.748 -24.021 -33.693
H 1.051 -24.388 -31.798
H 2.013 -23.314 -30.863
H 2.763 -25.906 -31.581

- Max |F|: 4.54 eV/A
- Energy above the lowest of the compared OMol25 structures with the same formula, charge and spin: 89.14 kcal/mol
- HOMO-LUMO gap: 9.5931 eV
- HOMO level: -9.25 eV

Results of the Mulliken charge analysis, in e, for atoms 1 through 5:
1 C -1.0532
2 C -0.2899
3 O -0.5370
4 H 0.1850
5 H 0.3533